Entry i
2 unconnected molecules or ions with the total composition C5H6O2. Source: OMol25; level of theory: wB97M-V/def2-TZVPD.

Structure (ORCA input):
```
! RIJCOSX wB97M-V def2-TZVPD def2/J DEFGRID3
* xyz 0 1
O -2.01 -0.44 0.68
C -1.05 -0.83 -0.27
C -0.46 0.42 -0.96
C 0.33 1.56 -0.40
O 0.64 1.65 0.77
C 1.62 -0.22 0.03
C 2.14 -0.84 0.94
H -1.50 0.03 1.35
H -0.28 -1.46 0.17
H -1.56 -1.47 -1.02
H -1.10 0.75 -1.81
H 0.64 2.38 -1.09
H 2.61 -1.53 1.61
*
```

The molecular weight comes out at 98.10 g/mol. The calculation puts the highest occupied orbital energy (spin up / spin down) at -9.836 / -9.173 eV. The value obtained for the HOMO-LUMO gap (spin up / spin down) is 8.2 / 7.1 eV.

natural (NBO) population analysis, charges in e, atoms 1 to 5:
1 O -0.6881
2 C -0.1376
3 C -0.0713
4 C 0.3255
5 O -0.5173

Entry ii
2 unconnected molecules or ions with the total composition C5H6O2. Source: OMol25; level of theory: wB97M-V/def2-TZVPD.

Structure (ORCA input):
```
! RIJCOSX wB97M-V def2-TZVPD def2/J DEFGRID3
* xyz 0 1
C 3.30 -2.79 0.46
C -0.92 0.89 0.86
C 0.38 0.34 1.44
C 0.11 0.11 0.18
C 0.24 -0.47 -1.19
O 3.32 -3.82 0.97
O 3.33 -1.81 -0.10
H -1.89 0.50 1.02
H -1.01 2.04 0.80
H 1.10 0.33 2.19
H 0.36 -1.48 -1.22
H 1.10 -0.18 -1.68
H -0.67 -0.45 -1.79
*
```

As for the SMILES: CC1=CC1.O=C=O. The molecular weight comes out at 98.10 g/mol. The calculation puts the highest occupied orbital energy at -8.872 eV. The value obtained for the HOMO-LUMO gap is 9.4 eV.

natural (NBO) population analysis, charges in e, atoms 1 to 5:
1 C 1.0203
2 C -0.4237
3 C -0.1935
4 C 0.0390
5 C -0.6595

Pick entry ii: it beats the second-best structure by 5.985 eV.